P) The following is a quantum chemistry calculation of one molecule with the formula C3H4N4, from the Open Molecules 2025 dataset.

Last column: Löwdin charge in e.
Geometry (Å):
1 C -1.947 -0.550 -0.005  0.04
2 C -0.979 0.353 0.001  -0.15
3 N 0.391 0.057 0.033  -0.12
4 C 1.476 0.871 -0.004  -0.14
5 N 2.550 0.113 -0.005  0.01
6 N 2.122 -1.151 -0.008  -0.05
7 N 0.842 -1.222 0.015  0.05
8 H -1.694 -1.612 0.001  0.06
9 H -2.981 -0.229 -0.044  0.06
10 H -1.198 1.407 0.016  0.11
11 H 1.418 1.964 0.000  0.13

**LUMO energy**: 0.44 eV
**SMILES**: C=Cn1cnnn1
**Spin multiplicity**: 1
**Gap between HOMO and LUMO**: 10.589 eV
**HOMO energy**: -0.3730 Ha

Q) The following is a quantum chemistry calculation of C3H4N4 as an isolated structure, from the Open Molecules 2025 dataset.

Last column: Löwdin charge in e.
Geometry (Å):
1 N 2.014 -0.212 -0.478  0.06
2 C 0.727 -0.197 -0.068  -0.21
3 C 0.169 0.817 0.628  -0.18
4 N -1.169 0.685 0.941  0.02
5 C -2.073 0.006 0.425  -0.11
6 N -1.727 -0.995 -0.876  -0.03
7 N -0.580 -1.154 -1.163  0.07
8 H 2.582 0.630 -0.503  0.10
9 H 2.433 -1.037 -0.869  0.09
10 H 0.647 1.710 1.059  0.10
11 H -3.024 -0.251 0.903  0.09

**LUMO energy**: 0.48 eV
**Spin multiplicity**: 1
**Gap between HOMO and LUMO**: 8.796 eV
**HOMO energy**: -0.3055 Ha

Most stable to least stable, the ends of the list are P) and Q).

P) The following is a quantum chemistry calculation of one molecule with the formula C3H4N4, from the Open Molecules 2025 dataset.

Last column: Löwdin charge in e.
Geometry (Å):
1 H -0.234 1.725 -2.667  -0.02
2 N 0.514 1.375 -2.081  0.06
3 C 0.004 0.985 -0.708  -0.36
4 N -1.408 0.506 -0.324  0.09
5 C -1.204 -0.458 0.586  -0.10
6 C 0.274 -0.615 0.814  -0.37
7 N 0.933 -1.530 1.398  0.13
8 H 0.298 -2.259 1.910  0.10
9 N 0.869 0.823 0.400  0.07
10 H -1.973 -1.455 0.754  0.19
11 H 1.928 0.904 -0.083  0.20

**LUMO energy**: -1.09 eV
**SMILES**: [H]/N=C1N=C/C(=N\[H])N\1
**Spin multiplicity**: 1
**Gap between HOMO and LUMO**: 8.349 eV
**HOMO energy**: -0.3470 Ha

Q) The following is a quantum chemistry calculation of a 2-piece molecular cluster, C3H4N4 overall, from the Open Molecules 2025 dataset.

Last column: Löwdin charge in e.
Geometry (Å):
1 C 1.376 -0.501 -0.632  -0.11
2 C 0.544 0.257 0.273  -0.22
3 N -0.093 1.362 -0.016  0.07
4 C -1.027 2.011 0.663  -0.37
5 N -1.684 2.850 1.078  0.14
6 H 1.167 -0.436 -1.770  0.12
7 H 1.462 -1.588 -0.501  0.08
8 H 2.371 0.005 -0.577  0.10
9 H 0.352 -0.339 1.261  0.14
10 N -2.011 -2.105 -0.294  0.02
11 N -2.457 -1.516 0.514  0.03

**LUMO energy**: -0.22 eV
**SMILES**: C/C=N/C#N.N#N
**Spin multiplicity**: 1
**Gap between HOMO and LUMO**: 10.033 eV
**HOMO energy**: -0.3767 Ha

R) The following is a quantum chemistry calculation of one molecule with the formula C3H4N4, from the Open Molecules 2025 dataset.

Last column: Löwdin charge in e.
Geometry (Å):
1 C 2.049 -1.999 -0.441  -0.12
2 N 0.822 -1.603 0.182  -0.02
3 N 0.407 -0.454 0.033  -0.02
4 N -0.464 0.211 0.529  0.07
5 C -1.183 1.236 0.474  -0.17
6 C -2.120 2.035 0.344  -0.02
7 N -2.932 3.468 0.676  0.09
8 H 2.292 -2.998 -0.083  0.07
9 H 1.957 -2.034 -1.529  0.08
10 H 2.861 -1.318 -0.181  0.08
11 H -3.689 3.457 -0.003  -0.03

**LUMO energy (spin up / spin down)**: -1.25 / -1.40 eV
**SMILES**: C/N=N/N=C=C=N
**Spin multiplicity**: 1
**Gap between HOMO and LUMO (spin up / spin down)**: 7.289 / 7.383 eV
**HOMO energy (spin up / spin down)**: -0.3136 / -0.3228 Ha

Most stable to least stable, the ends of the list are Q) and R).

P) The following is a quantum chemistry calculation of one molecule with the formula C3H4N4, from the Open Molecules 2025 dataset.

Last column: Löwdin charge in e.
Geometry (Å):
1 N 1.804 -0.026 -0.811  0.13
2 C 0.575 -0.181 -0.242  -0.39
3 C 0.121 0.620 0.836  -0.09
4 N -1.171 0.760 1.019  0.08
5 C -1.962 -0.043 0.285  -0.23
6 N -1.529 -1.075 -0.422  0.02
7 N -0.235 -1.127 -0.718  0.06
8 H 2.435 0.687 -0.481  0.10
9 H 2.193 -0.769 -1.369  0.10
10 H 0.809 1.043 1.577  0.12
11 H -3.039 0.112 0.326  0.10

**LUMO energy**: 0.32 eV
**SMILES**: Nc1cncnn1
**Spin multiplicity**: 1
**Gap between HOMO and LUMO**: 9.441 eV
**HOMO energy**: -0.3351 Ha

Q) The following is a quantum chemistry calculation of one molecule with the formula C3H4N4, from the Open Molecules 2025 dataset.

Last column: Löwdin charge in e.
Geometry (Å):
1 H 2.358 0.616 1.167  0.14
2 N 2.675 -0.052 0.196  0.00
3 N 1.759 -0.529 -0.649  -0.01
4 C 0.421 -0.321 -0.109  -0.29
5 C -0.657 -1.275 0.052  -0.15
6 N -1.844 -0.730 0.031  0.02
7 N -1.549 0.607 -0.237  -0.07
8 C -0.291 0.916 -0.178  -0.13
9 H -0.934 -2.391 -0.204  0.15
10 H -2.152 1.223 0.414  0.19
11 H 0.214 1.937 -0.483  0.16

**LUMO energy**: -0.10 eV
**SMILES**: [H]/N=N\c1cn[nH]c1
**Spin multiplicity**: 1
**Gap between HOMO and LUMO**: 9.330 eV
**HOMO energy**: -0.3466 Ha

Most stable to least stable, the ends of the list are P) and Q).

P) The following is a quantum chemistry calculation of C7H11NO as an isolated structure, from the Open Molecules 2025 dataset.

Last column: Löwdin charge in e.
Geometry (Å):
1 C 0.423 -0.111 1.484  -0.38
2 C -0.997 -0.359 0.772  -0.12
3 C -0.164 -1.598 0.268  -0.10
4 C 1.092 -0.611 0.190  -0.12
5 C 0.845 0.463 -0.907  -0.29
6 C -0.364 0.127 -1.708  -0.10
7 C -1.122 0.653 -0.426  -0.16
8 H 0.586 1.724 1.503  0.07
9 H 0.504 -0.859 2.236  0.13
10 H -1.888 -0.497 1.356  0.12
11 H -0.589 -2.097 -0.622  0.10
12 H 0.108 -2.345 1.066  0.12
13 H 2.035 -1.003 0.429  0.12
14 H 1.736 0.647 -1.440  0.13
15 H -0.380 -0.970 -2.005  0.11
16 H -0.642 0.798 -2.538  0.12
17 H -2.114 1.159 -0.561  0.14
18 H 0.011 2.275 -0.989  0.11
19 N 0.130 1.585 -0.253  0.01
20 O 0.787 1.017 2.145  -0.01

**LUMO energy**: 0.89 eV
**Spin multiplicity**: 1
**Gap between HOMO and LUMO**: 10.095 eV
**HOMO energy**: -0.3382 Ha

Q) The following is a quantum chemistry calculation of C7H11NO as an isolated structure, from the Open Molecules 2025 dataset.

Last column: Löwdin charge in e.
Geometry (Å):
1 C 0.347 2.477 -0.230  -0.09
2 C -0.467 0.217 -0.767  -0.35
3 C -1.148 -1.209 -1.003  -0.06
4 C -1.268 -1.558 0.559  -0.26
5 C -0.411 -0.395 1.486  0.00
6 C 0.592 -0.100 0.241  -0.39
7 C 1.794 -0.976 -0.051  -0.02
8 H 1.296 2.947 -0.204  0.08
9 H -0.095 2.994 -1.068  0.09
10 H -0.224 2.680 0.616  0.07
11 H -1.444 0.524 -0.103  0.14
12 H -2.087 -0.707 -1.855  0.21
13 H -0.488 -2.047 -1.290  0.09
14 H -0.058 -0.593 2.577  0.13
15 H -1.115 0.487 1.547  0.09
16 H 2.606 -0.408 0.366  0.07
17 H 1.640 -0.812 -1.299  0.16
18 H 1.658 -1.990 0.264  0.06
19 N 0.523 1.169 -0.738  -0.04
20 O -1.650 -2.698 0.953  0.02

**LUMO energy**: 0.57 eV
**Spin multiplicity**: 1
**Gap between HOMO and LUMO**: 8.904 eV
**HOMO energy**: -0.3064 Ha

R) The following is a quantum chemistry calculation of one molecule with the formula C7H11NO, from the Open Molecules 2025 dataset.

Last column: Löwdin charge in e.
Geometry (Å):
1 C -2.535 0.250 0.335  -0.02
2 C -0.995 -0.145 0.207  -0.27
3 C -0.606 -1.070 -0.593  -0.11
4 C 0.867 -1.259 -0.694  -0.20
5 C 1.719 -0.048 -0.174  -0.25
6 C 1.208 1.342 -0.784  -0.17
7 O 0.244 1.887 0.077  -0.11
8 C -0.102 0.690 1.002  -0.23
9 N 1.150 -0.047 1.207  0.04
10 H -2.859 -0.013 1.371  0.08
11 H -3.216 -0.248 -0.399  0.08
12 H -2.458 1.341 0.356  0.07
13 H -1.115 -2.072 -0.878  0.15
14 H 1.228 -1.625 -1.797  0.14
15 H 1.104 -2.232 0.072  0.16
16 H 2.830 -0.381 -0.255  0.16
17 H 0.923 1.353 -1.872  0.13
18 H 2.051 2.100 -0.502  0.14
19 H -0.538 1.136 1.901  0.16
20 H 1.099 -0.958 1.423  0.04

**LUMO energy**: 0.92 eV
**SMILES**: CC1=CC[C@H]2CO[C@@H]1N2
**Spin multiplicity**: 1
**Gap between HOMO and LUMO**: 9.821 eV
**HOMO energy**: -0.3271 Ha

Most stable to least stable, the ends of the list are P) and Q).